[1]
Here is a 13-piece molecular cluster, C31H51Cl25N6O2 overall at a distorted geometry from OMol25. Energies are from ωB97M-V/def2-TZVPD.

Geometry (Å):
C (2.54715, -6.41035, -0.37674)
C (2.81914, -6.01758, 1.03529)
C (1.90752, -5.02008, 1.96428)
C (1.58601, -3.55135, 1.24710)
C (2.83475, -2.69148, 0.65929)
N (2.73568, -1.34701, -0.00393)
C (1.29900, -0.90641, -0.04089)
C (1.00048, 0.58929, -0.71586)
C (2.31882, 1.45091, -1.27395)
C (3.18159, 2.16311, -0.06859)
N (2.90347, 3.65937, 0.08918)
N (4.65860, 2.07499, -0.50638)
N (2.98822, 1.53012, 1.29250)
C (-0.48681, 1.25209, -0.90488)
C (-0.78131, 2.72725, -1.60762)
C (-1.10672, 3.92436, -0.53605)
C (0.01742, 5.13752, -0.51728)
Cl (-1.35107, 3.37065, 1.21540)
C (-1.77576, 0.33037, -0.37811)
C (-3.31787, 0.87789, -0.56468)
N (-4.19065, -0.10441, -1.37411)
C (-1.51022, -1.15548, 0.34114)
C (-2.78661, -2.06446, 0.87198)
C (-3.72341, -1.32171, 1.99493)
O (-5.00343, -1.04952, 1.61785)
O (-3.32192, -0.93504, 3.35744)
C (0.03138, -1.76864, 0.50258)
N (0.15096, -3.11583, 1.15776)
H (2.74071, -7.51335, -0.74235)
H (2.18180, -5.60828, -1.14965)
H (3.77319, -6.49826, 1.54971)
H (0.84970, -5.54738, 2.12005)
H (2.38588, -4.80197, 3.03610)
H (3.92241, -3.15630, 0.78069)
H (3.03824, 0.62160, -1.74245)
H (2.05495, 2.17658, -2.15309)
H (2.52522, 3.94872, -0.84865)
H (3.80799, 4.16930, 0.25225)
H (4.98026, 1.06154, -0.46112)
H (4.65462, 2.27034, -1.55063)
H (3.80031, 0.86544, 1.40459)
H (3.08258, 2.21697, 2.07492)
H (-1.72267, 2.58191, -2.32740)
H (0.08773, 3.10463, -2.29593)
H (-2.12197, 4.44243, -0.88898)
H (-0.52374, 6.18965, -0.44063)
H (0.69104, 5.18078, -1.47521)
H (0.67885, 5.04289, 0.46641)
H (-3.40244, 1.90860, -1.11219)
H (-3.82665, 1.03427, 0.50280)
H (-4.03790, 0.12836, -2.40090)
H (-5.19209, 0.20610, -1.21051)
H (-3.45588, -2.29310, -0.08795)
H (-2.48446, -3.10765, 1.30856)
H (-3.30937, 0.08598, 3.32608)
C (4.46631, 0.17343, 4.64911)
Cl (5.81280, -0.05814, 3.52739)
Cl (3.68013, 1.73470, 4.38552)
H (3.73465, -0.62363, 4.49616)
H (4.84564, 0.13460, 5.67312)
C (-6.63549, -1.36521, -4.04188)
Cl (-4.98733, -1.14345, -4.64132)
Cl (-7.69902, -0.07348, -4.61234)
H (-7.01789, -2.32457, -4.39886)
H (-6.62075, -1.35733, -2.94930)
C (-1.95704, 8.79570, 0.57143)
Cl (-2.73874, 7.30623, 0.02792)
Cl (-0.39431, 9.02066, -0.22378)
H (-2.60303, 9.64410, 0.33281)
H (-1.80198, 8.74233, 1.65175)
C (-5.02203, 2.79978, 3.38266)
Cl (-4.71635, 3.44713, 1.76635)
Cl (-3.67141, 3.14178, 4.47076)
H (-5.92803, 3.25973, 3.78470)
H (-5.15729, 1.71773, 3.31280)
C (-5.32203, 1.17978, -7.47734)
Cl (-5.01635, 1.82713, -9.09365)
Cl (-3.97141, 1.52178, -6.38924)
H (-6.22803, 1.63973, -7.07530)
H (-5.45729, 0.09773, -7.54720)
C (-1.91268, -2.15409, -6.77398)
Cl (-1.83339, -0.88173, -5.54933)
Cl (-1.80782, -1.47619, -8.40326)
H (-1.08079, -2.84618, -6.62241)
H (-2.86042, -2.68816, -6.67126)
C (7.49301, -0.69107, 7.94787)
Cl (6.63620, 0.63935, 8.73580)
Cl (7.11059, -0.76121, 6.22336)
H (8.56884, -0.54211, 8.06792)
H (7.19625, -1.63248, 8.41658)
C (8.67002, -4.24547, 6.68734)
Cl (9.49577, -2.68360, 6.74777)
Cl (6.91482, -4.03907, 6.72950)
H (8.94581, -4.75824, 5.76267)
H (8.97847, -4.84448, 7.54760)
C (7.18396, -3.22892, 1.70695)
Cl (7.28975, -3.45530, 3.45696)
Cl (5.96075, -4.29206, 1.00083)
H (6.91603, -2.19037, 1.49806)
H (8.15441, -3.45683, 1.25944)
C (1.85608, -1.18193, 6.91967)
Cl (2.56735, 0.32427, 7.51163)
Cl (3.09614, -2.25392, 6.25772)
H (1.35369, -1.68776, 7.74777)
H (1.13164, -0.94915, 6.13545)
C (-6.02998, -4.10956, -1.55033)
Cl (-5.20423, -2.54770, -1.48990)
Cl (-7.78518, -3.90317, -1.50817)
H (-5.75419, -4.62234, -2.47500)
H (-5.72153, -4.70858, -0.69007)
C (-6.82858, 3.14589, -12.43745)
Cl (-5.18041, 3.36766, -13.03689)
Cl (-7.89211, 4.43763, -13.00791)
H (-7.21097, 2.18654, -12.79443)
H (-6.81383, 3.15377, -11.34487)

Summary:
Strongest force on any atom, eV/A: 8.54
E_HOMO, eV: -7.802
Net charge: 0
2S+1: 1
Molar mass, g/mol: 1426.114

Here are the Mulliken charges for atoms 1 to 99, given in e: C -0.597; C -0.280; C -0.404; C 0.316; C 0.441; N -0.236; C 0.316; C 0.350; C -1.199; C 0.550; N -0.512; N -0.843; N -0.323; C -0.195; C -0.964; C 0.217; C -0.178; Cl -0.156; C 0.613; C -0.563; N -0.255; C -0.021; C 0.416; C 0.417; O -0.530; O -0.480; C 0.076; N -0.347; H 0.244; H 0.227; H 0.364; H 0.250; H 0.207; H -0.569; H 0.355; H 0.472; H 0.246; H 0.261; H 0.281; H 0.292; H 0.092; H 0.221; H 0.319; H 0.349; H 0.323; H -0.527; H 0.182; H 0.276; H 0.285; H -0.180; H 0.080; H 0.290; H -0.630; H 0.355; H 0.349; C 0.142; Cl -0.197; Cl -0.185; H -0.038; H 0.212; C -0.116; Cl 0.005; Cl -0.197; H 0.336; H -0.033; C -0.309; Cl -0.109; Cl -0.160; H 0.303; H 0.265; C -0.191; Cl -0.089; Cl -0.151; H 0.342; H 0.098; C -0.226; Cl -0.161; Cl -0.097; H 0.281; H 0.208; C -0.282; Cl -0.073; Cl -0.154; H 0.314; H 0.198; C -0.491; Cl -0.170; Cl 0.011; H 0.352; H 0.295; C -0.397; Cl -0.123; Cl -0.088; H 0.297; H 0.335; C -0.282; Cl -0.041; Cl -0.144; H 0.112

---

[2]
Here is one molecule with the formula C6H9NO at a distorted geometry from OMol25. Energies are from ωB97M-V/def2-TZVPD.

Geometry (Å):
C (-1.54815, 0.13791, -0.19025)
C (-0.17009, 1.06554, 1.29336)
C (0.64714, 0.45176, 0.15441)
C (-0.42316, -0.65109, 0.12618)
C (1.03421, 1.09849, -1.10646)
C (-0.26264, -2.17478, 0.00519)
N (-1.18060, 0.02188, 1.24274)
O (-2.27398, 0.74552, -0.89930)
H (0.34855, 1.01979, 2.27184)
H (-0.56139, 2.19191, 1.14723)
H (1.58293, -0.00197, 0.45200)
H (0.16255, 1.74686, -1.37012)
H (1.37248, 0.41741, -1.84059)
H (1.93263, 1.88086, -1.06114)
H (-1.21163, -2.82579, 0.06041)
H (0.38806, -2.70390, 0.79332)
H (0.16309, -2.42039, -1.07886)

Summary:
Strongest force on any atom, eV/A: 4.77
Relative energy (zero: lowest compared OMol25 entry of this formula, charge and spin), eV: 2.494
E_HOMO (spin up / spin down), eV: -5.362 / -10.615
Net charge: 0
2S+1: 3
Molar mass, g/mol: 111.144

Mulliken charges in e: C -0.192; C -0.358; C 0.066; C 1.218; C -1.389; C -1.219; N -0.502; O -0.423; H 0.344; H 0.242; H 0.343; H 0.309; H 0.358; H 0.312; H 0.340; H 0.284; H 0.267

---

[3]
Here is a 12-piece molecular cluster, C40H51Cl8N9O overall at a distorted geometry from OMol25. Energies are from ωB97M-V/def2-TZVPD.

Geometry (Å):
N (0.48164, -0.26105, -4.84875)
C (1.33482, 0.57489, -5.49816)
C (2.57125, 0.32864, -4.92437)
C (2.52586, -0.76156, -4.01825)
C (1.23389, -1.14990, -4.01178)
H (-0.51749, -0.27966, -4.99542)
H (1.04710, 1.30113, -6.24394)
H (3.45877, 0.83728, -5.27076)
H (3.26713, -1.16234, -3.34276)
H (0.69263, -1.82210, -3.36247)
N (-2.56939, -0.07767, -2.69175)
C (-3.13097, 1.17272, -2.95685)
C (-3.66776, 1.14210, -4.23973)
C (-3.39046, -0.09095, -4.80182)
C (-2.77818, -0.86248, -3.79412)
H (-1.96854, -0.23725, -1.89575)
H (-3.03326, 1.91659, -2.17999)
H (-4.16618, 1.89686, -4.82992)
H (-3.69827, -0.46743, -5.76614)
H (-2.41117, -1.87736, -3.83551)
N (3.17923, -3.77215, -2.41844)
C (4.50529, -3.36157, -2.20713)
C (4.49858, -2.59421, -1.09844)
C (3.22802, -2.53840, -0.54013)
C (2.44166, -3.35736, -1.34592)
H (2.79154, -4.35384, -3.14743)
H (5.21119, -3.75274, -2.92483)
H (5.36889, -2.10272, -0.68927)
H (2.87026, -2.05132, 0.35496)
H (1.42156, -3.67859, -1.19550)
N (2.43509, 0.39661, 3.78559)
C (2.60631, 0.78624, 2.50141)
C (3.51177, 1.85152, 2.58488)
C (3.85647, 2.00224, 3.94763)
C (3.10783, 1.15242, 4.68262)
H (1.99261, -0.46782, 4.06318)
H (2.08714, 0.31558, 1.67962)
H (3.98273, 2.31479, 1.73049)
H (4.65204, 2.61915, 4.33863)
H (3.06466, 0.94258, 5.74115)
N (-4.79160, -3.39351, 3.64466)
C (-4.26267, -2.39207, 4.42392)
C (-3.92966, -1.32948, 3.49245)
C (-4.35270, -1.72808, 2.24415)
C (-4.85822, -2.95533, 2.33820)
H (-5.23354, -4.23988, 3.97396)
H (-4.09281, -2.59286, 5.47141)
H (-3.44543, -0.41346, 3.79711)
H (-4.19136, -1.25124, 1.28864)
H (-5.26965, -3.62056, 1.59348)
N (-0.22764, 1.61469, -0.67355)
C (0.31926, 0.42385, -0.98712)
C (-0.12882, -0.54341, -0.14252)
C (-1.05656, 0.07060, 0.71291)
C (-1.07169, 1.42313, 0.37830)
H (-0.12806, 2.45621, -1.22313)
H (0.97144, 0.31788, -1.84143)
H (0.13038, -1.57778, 0.02856)
H (-1.64595, -0.42421, 1.47066)
H (-1.56147, 2.29958, 0.77625)
N (-0.69518, -4.58985, 0.59002)
C (-0.59820, -5.07921, -0.68081)
C (-1.51809, -4.44947, -1.46436)
C (-2.11984, -3.42352, -0.70370)
C (-1.68941, -3.67342, 0.61565)
H (-0.20893, -4.90137, 1.41865)
H (0.20046, -5.79466, -0.80993)
H (-1.77513, -4.61484, -2.50022)
H (-2.73717, -2.59908, -1.02864)
H (-1.88996, -3.18387, 1.55720)
N (-1.83111, 4.38261, -2.92928)
C (-0.87481, 3.73075, -3.68300)
C (0.32769, 3.77497, -2.95686)
C (0.07892, 4.57190, -1.85882)
C (-1.27859, 4.92970, -1.78805)
H (-2.76716, 4.59210, -3.24554)
H (-1.18556, 3.26129, -4.60465)
H (1.26677, 3.40643, -3.34250)
H (0.85766, 4.79167, -1.14351)
H (-1.81862, 5.51084, -1.05523)
N (1.94322, -2.83803, 4.55262)
C (0.98651, -2.53706, 3.69384)
C (0.11856, -1.58016, 4.20627)
C (0.60821, -1.23881, 5.48742)
C (1.70716, -2.03932, 5.71142)
H (2.72747, -3.45863, 4.41157)
H (0.93725, -3.03263, 2.73552)
H (-0.71572, -1.13282, 3.68640)
H (0.21687, -0.51937, 6.19145)
H (2.35263, -2.11520, 6.57399)
C (-5.03730, 4.98279, 1.60336)
Cl (-4.73346, 6.58290, 2.27511)
Cl (-5.44441, 3.81794, 2.84681)
Cl (-6.43969, 5.14949, 0.56869)
Cl (-3.57205, 4.43052, 0.68899)
C (-1.08475, 3.09886, 4.64121)
Cl (-2.36018, 3.93049, 5.45869)
Cl (-1.80117, 1.89615, 3.58317)
Cl (-0.00120, 4.16007, 3.75217)
Cl (-0.12829, 2.23194, 5.82811)
C (3.34535, 1.57459, -1.26754)
C (4.28423, 2.04557, -2.38213)
O (5.22835, 2.99444, -1.89486)
H (3.01957, 0.54033, -1.37833)
H (2.47366, 2.22336, -1.18168)
H (3.85096, 1.40776, -0.31643)
H (3.70214, 2.47486, -3.19758)
H (4.77846, 1.14904, -2.75638)
H (6.02632, 2.54306, -1.61007)

Summary:
Strongest force on any atom, eV/A: 4.01
SMILES string: ClC(Cl)(Cl)Cl.ClC(Cl)(Cl)Cl.c1cc[nH]c1.c1cc[nH]c1.c1cc[nH]c1.c1cc[nH]c1.c1cc[nH]c1.c1cc[nH]c1.c1cc[nH]c1.c1cc[nH]c1.c1cc[nH]c1.CCO
E_HOMO, eV: -7.705
Net charge: 0
2S+1: 1
Molar mass, g/mol: 957.534

Here are the Mulliken charges for atoms 1 to 99, given in e: N 0.125; C -0.876; C -0.843; C 0.045; C -0.713; H 0.149; H 0.448; H 0.508; H 0.480; H 0.709; N 0.549; C -0.345; C -0.971; C -0.349; C -0.901; H 0.194; H 0.622; H 0.398; H 0.454; H 0.436; N 0.123; C -0.619; C -1.001; C 0.211; C -0.825; H 0.216; H 0.429; H 0.445; H 0.795; H 0.268; N -0.234; C -0.326; C -0.678; C -1.125; C -0.497; H 0.891; H 0.642; H 0.524; H 0.425; H 0.436; N 0.033; C -0.990; C -0.001; C -0.459; C -0.592; H 0.213; H 0.400; H 0.507; H 0.501; H 0.444; N 1.013; C -1.418; C -0.132; C 1.232; C -1.441; H -0.097; H 0.360; H 0.005; H 0.050; H 0.075; N 0.177; C -1.009; C -0.910; C 0.289; C -0.996; H 0.283; H 0.517; H 0.499; H 0.595; H 0.559; N 0.088; C -0.824; C -0.005; C -0.492; C -0.925; H 0.246; H 0.436; H 0.447; H 0.417; H 0.742; N 0.086; C -0.728; C 0.364; C -1.088; C -0.493; H 0.207; H 0.562; H 0.233; H 0.493; H 0.402; C 0.247; Cl -0.110; Cl -0.083; Cl -0.112; Cl 0.032; C 0.248; Cl -0.108; Cl 0.038; Cl -0.105

---

[4]
Here is a 2-piece molecular cluster, C2H3Br2O2Si overall at a distorted geometry from OMol25. Energies are from ωB97M-V/def2-TZVPD.

Geometry (Å):
C (2.40612, -1.09357, -1.37230)
C (-1.40248, 0.56766, -0.15169)
O (2.30902, -0.32037, -2.22184)
O (2.42039, -1.94694, -0.58125)
Si (-0.78602, 1.27110, 1.53299)
Br (-1.66451, -0.54609, 2.92743)
Br (1.48574, 0.46853, 1.47873)
H (-1.03984, 1.15972, -0.98151)
H (-1.23353, -0.41364, -0.22114)
H (-2.49489, 0.85360, -0.40942)

Summary:
Strongest force on any atom, eV/A: 5.16
Relative energy (zero: lowest compared OMol25 entry of this formula, charge and spin), eV: 0.199
E_HOMO, eV: -3.401
Net charge: -1
2S+1: 1
Molar mass, g/mol: 246.938

Mulliken charges in e: C 0.728; C -1.101; O -0.384; O -0.366; Si -0.033; Br -0.422; Br -0.382; H 0.344; H 0.309; H 0.306

---

- molar mass of number 3 (C40H51Cl8N9O)?
  957.534 g/mol